Record 1
14
Properties=species:S:1:pos:R:3:nbo_charge:R:1 method="wB97M-V/def2-TZVPD" gap_ha=0.353 homo_ev=-8.74 max_force_ha_per_bohr=0.0108 smiles="O/C=C1/CN1.C=O"
O -0.51 2.17 0.02 -0.69
C -0.94 0.96 -0.41 0.12
C -0.63 -0.19 0.17 0.01
C -0.85 -1.60 0.39 -0.26
N -0.08 -0.76 1.34 -0.59
H 0.45 2.09 0.22 0.51
H -1.55 0.98 -1.31 0.18
H -0.25 -2.37 -0.10 0.20
H -1.87 -1.90 0.64 0.20
H -0.61 -0.48 2.16 0.37
C 1.68 0.28 -0.79 0.28
O 1.96 1.30 -0.18 -0.59
H 1.37 0.29 -1.84 0.12
H 1.79 -0.70 -0.31 0.14



Record 2
14
Properties=species:S:1:pos:R:3:nbo_charge:R:1 method="wB97M-V/def2-TZVPD" gap_ha=0.369 homo_ev=-9.18 max_force_ha_per_bohr=0.1150 smiles="C=CN(C=O)OC"
C -1.92 -0.58 -0.30 -0.46
C -0.69 -1.05 -0.05 -0.04
N 0.47 -0.39 -0.47 -0.17
C 1.61 -0.92 -0.12 0.50
O 2.75 -0.49 -0.26 -0.60
O 0.32 0.85 -0.93 -0.33
C 0.35 1.69 0.27 -0.28
H -2.73 -1.17 0.20 0.21
H -2.16 0.34 -0.80 0.22
H -0.56 -1.92 0.55 0.22
H 1.55 -2.00 0.28 0.12
H 0.43 2.76 -0.07 0.21
H 1.19 1.46 0.94 0.20
H -0.60 1.42 0.78 0.19



Record 3
14
Properties=species:S:1:pos:R:3:nbo_charge:R:1 method="wB97M-V/def2-TZVPD" gap_ha=0.389 homo_ev=-9.97 max_force_ha_per_bohr=0.0832 smiles="C=C(C)C#N.OO"
C 1.72 -0.32 1.13 -0.33
C 1.09 -0.30 -0.08 -0.10
C 1.47 0.79 -1.16 -0.61
C 0.03 -1.25 -0.49 0.27
N -0.61 -2.12 -0.86 -0.32
H 1.51 -0.94 1.94 0.21
H 2.45 0.40 1.50 0.20
H 1.91 0.28 -1.93 0.22
H 0.49 1.19 -1.56 0.23
H 2.06 1.54 -0.65 0.22
O -2.93 0.31 1.21 -0.47
O -2.94 0.09 -0.20 -0.45
H -3.20 1.19 1.37 0.46
H -3.05 -0.84 -0.21 0.47